[1]
Here is 2 unconnected molecules or ions with the total composition C5H11NO from OMol25. Energies are from ωB97M-V/def2-TZVPD.

CARTESIAN COORDINATES (ANGSTROEM)
O  -1.341  0.296  -0.057
N  1.337  -0.808  0.064
C  0.578  -0.816  -0.970
C  -1.168  0.353  1.433
C  -2.498  -0.392  -0.480
C  2.202  0.222  0.344
C  3.028  0.824  -0.512
H  -2.609  -0.223  -1.550
H  0.142  -1.767  -1.258
H  -3.396  -0.008  0.018
H  0.580  -0.024  -1.724
H  3.073  0.541  -1.552
H  -2.092  0.773  1.842
H  -2.408  -1.461  -0.268
H  3.689  1.611  -0.187
H  -0.347  1.033  1.631
H  -0.976  -0.644  1.832
H  2.206  0.488  1.396

Values from the calculation:
Structure (SMILES) = C=CN=C.COC
Net charge = 0



[2]
Here is a single C11H20N2O3 molecule from OMol25. Energies are from ωB97M-V/def2-TZVPD.

CARTESIAN COORDINATES (ANGSTROEM)
O  -1.590  2.712  -0.511
O  -1.978  1.454  1.257
O  0.331  -1.323  1.428
N  -1.232  -0.642  0.039
N  1.000  1.485  -0.028
C  1.208  0.053  -0.357
C  3.811  0.121  -0.670
C  -3.391  -0.160  -0.732
C  2.538  -2.052  -0.476
C  -3.291  -1.687  -0.476
C  2.549  -0.572  -0.042
C  -2.072  -1.770  0.499
C  -1.787  1.624  -0.068
C  0.079  -0.666  0.457
C  4.581  1.007  0.304
C  -1.913  0.315  -0.736
H  2.718  -0.458  1.043
H  -4.232  -2.122  -0.078
H  3.170  -2.606  0.209
H  -2.443  -1.582  1.503
H  1.878  1.999  0.016
H  -3.044  -2.247  -1.439
H  1.141  -0.036  -1.439
H  0.449  1.636  0.854
H  4.803  0.394  1.163
H  4.635  -0.598  -0.952
H  3.021  -2.112  -1.454
H  5.474  1.388  -0.175
H  -3.934  0.308  0.068
H  -3.916  0.164  -1.606
H  -1.458  -2.687  0.385
H  3.502  0.555  -1.639
H  1.540  -2.528  -0.513
H  -1.573  0.406  -1.768
H  3.933  1.859  0.602
H  -2.024  2.343  1.538

Values from the calculation:
Structure (SMILES) = CC[C@H](C)[C@H](N)C(=O)N1CCC[C@H]1C(=O)O
Net charge = 0



[3]
Here is 10 unconnected molecules or ions with the total composition C46H118N6O16 from OMol25. Energies are from ωB97M-V/def2-TZVPD.

CARTESIAN COORDINATES (ANGSTROEM)
O  -1.529  -2.638  -1.750
O  3.662  -1.269  -7.195
O  -1.220  -0.016  -1.361
O  -3.033  -0.844  6.375
O  -6.085  -2.052  -2.677
O  -3.555  3.432  4.726
O  -2.888  2.796  -6.459
O  0.621  -0.898  4.519
O  4.314  0.112  -2.235
O  1.718  -5.285  -2.799
O  4.402  -2.887  1.235
O  0.325  4.984  -1.752
O  -3.246  3.012  1.001
O  -4.554  -1.370  1.793
O  5.097  1.201  2.869
O  0.780  4.201  1.032
N  -5.527  -0.593  4.467
N  4.286  0.411  -5.214
N  -1.036  3.529  3.034
N  3.318  -0.425  4.726
N  -3.605  -1.551  -3.832
N  3.998  -4.176  -1.043
C  1.023  -6.014  -3.756
C  -4.748  3.808  4.083
C  1.864  3.311  1.317
C  2.694  -0.548  3.448
C  2.611  3.128  0.013
C  0.749  -0.200  0.205
C  3.658  -2.060  -8.351
C  -5.046  -0.059  2.065
C  -0.960  -3.715  -0.994
C  4.021  0.785  4.970
C  -3.790  2.756  -0.292
C  -1.634  2.250  2.634
C  -6.117  -0.100  3.211
C  3.070  -5.082  -3.197
C  2.891  -4.009  -0.084
C  2.751  3.814  2.438
C  4.003  -0.967  -4.858
C  -1.929  1.784  -4.500
C  -4.236  -0.058  6.562
C  -0.560  -1.649  4.894
C  3.697  -3.909  -2.438
C  -2.625  4.464  4.757
C  3.410  -3.932  1.321
C  -2.629  -1.471  7.583
C  0.122  0.353  -1.065
C  -2.165  -1.758  -3.932
C  -5.498  -0.756  -2.533
C  -4.288  2.711  -4.400
C  -3.214  -1.430  1.266
C  5.369  1.021  4.252
C  -4.740  0.388  5.186
C  -1.956  2.327  1.119
C  4.384  -1.828  -6.052
C  5.042  0.068  -1.057
C  -4.000  -0.794  -2.656
C  -1.626  -2.943  -3.130
C  4.539  1.314  -2.947
C  -2.875  2.840  -5.023
C  -1.859  4.623  3.458
C  1.028  0.012  -2.231
C  5.372  -2.732  2.244
C  -1.000  4.645  -2.184
C  6.010  2.053  2.266
C  3.755  1.357  -4.253
C  -5.588  -2.944  -1.685
C  1.517  -1.531  3.582
H  0.326  0.197  1.120
H  1.958  -2.474  3.949
H  -3.120  -1.223  0.194
H  5.604  1.354  -3.202
H  -0.918  1.914  -4.866
H  0.827  -1.299  0.233
H  3.658  -3.111  -7.981
H  -6.212  -3.783  -1.883
H  -5.010  -1.447  4.312
H  -2.615  2.085  3.093
H  -5.879  -2.592  -0.685
H  -2.481  4.882  2.599
H  3.293  2.235  0.123
H  4.636  -1.257  -4.011
H  4.658  -0.781  -0.446
H  7.053  1.681  2.381
H  0.537  0.351  -3.151
H  -0.051  -5.965  -3.521
H  6.008  3.091  2.614
H  -2.297  0.800  -4.865
H  -2.671  -0.649  1.789
H  -4.866  4.880  4.186
H  -3.006  3.083  -0.980
H  -2.492  3.809  -4.792
H  1.263  -7.082  -3.871
H  -2.360  -3.781  -3.232
H  -1.673  -0.844  -3.666
H  5.486  -1.825  -6.284
H  3.594  3.209  2.680
H  3.830  -4.869  1.681
H  1.138  -1.091  -2.307
H  0.478  4.672  -0.825
H  5.906  -3.654  2.453
H  -1.201  -1.882  4.022
H  3.016  -3.021  -2.617
H  1.041  -1.625  2.633
H  6.074  -1.941  1.926
H  -4.245  0.625  2.357
H  -1.095  -1.158  5.707
H  -1.950  1.735  -3.389
H  -3.035  5.461  5.000
H  -3.615  -1.208  -1.728
H  4.598  -3.685  -3.019
H  1.428  2.351  1.620
H  -2.751  -2.395  1.520
H  -4.266  3.091  -3.376
H  1.914  2.775  -0.735
H  -4.050  1.712  -0.453
H  2.200  -4.826  -0.218
H  -2.143  1.292  0.711
H  2.973  -1.219  -4.562
H  -6.443  0.925  3.372
H  2.597  -0.437  5.447
H  2.308  -3.134  -0.298
H  -1.845  -1.898  -4.993
H  -4.950  3.253  -5.075
H  -5.816  -0.351  -1.542
H  -1.013  1.420  2.974
H  4.269  0.803  6.056
H  5.803  2.054  1.197
H  -5.489  3.247  4.615
H  -4.086  -2.420  -3.894
H  -5.015  -0.715  6.967
H  -2.404  -0.737  8.372
H  2.694  1.276  -4.039
H  2.037  0.345  -2.076
H  3.455  1.682  4.753
H  2.763  -1.911  -8.943
H  -4.510  1.645  -4.403
H  5.837  1.921  4.696
H  4.666  -3.479  -0.753
H  -1.733  -2.052  7.386
H  -1.152  2.851  0.556
H  3.112  4.071  -0.197
H  3.616  -6.045  -3.163
H  -5.409  1.273  5.356
H  -4.665  3.392  -0.513
H  6.162  0.243  4.451
H  4.576  -2.056  -8.970
H  3.968  2.371  -4.601
H  4.917  1.034  -0.491
H  0.036  1.422  -0.954
H  -0.927  4.919  -3.245
H  -1.764  5.276  -1.693
H  -4.518  -3.202  -1.790
H  3.088  -4.827  -4.266
H  -4.799  3.428  3.052
H  4.030  -2.865  -5.862
H  6.115  -0.064  -1.231
H  -5.908  -0.152  -3.361
H  4.199  2.123  -2.310
H  -0.695  -3.364  -3.566
H  -3.872  0.679  4.611
H  -1.545  -4.661  -1.113
H  3.903  0.665  -6.104
H  -6.979  -0.693  2.819
H  -5.544  0.253  1.147
H  2.195  3.796  3.402
H  -1.892  4.189  5.523
H  2.259  0.395  3.077
H  -3.701  0.232  -2.749
H  -1.002  -3.384  0.058
H  -3.925  0.776  7.161
H  -1.146  5.440  3.689
H  4.888  -2.418  3.183
H  0.112  4.061  1.755
H  -0.176  -2.638  5.239
H  -2.614  1.916  -6.730
H  3.181  4.840  2.219
H  3.406  -0.954  2.745
H  2.577  -3.653  2.046
H  -1.349  -0.978  -1.428
H  -1.309  3.590  -2.181
H  -3.475  -2.144  7.916
H  1.126  -5.479  -4.693
H  1.775  0.034  0.048
H  0.064  -3.971  -1.295
H  -0.301  3.247  3.673

Values from the calculation:
Structure (SMILES) = COCCNCCOC.COCCNCCOC.COCCNCCOC.COCCNCCOC.COCCNCCOC.COCCNCCOC.CC(C)O.CC(C)O.CC(C)O.CO
Net charge = 0



Computed values of maximum force (unit: eV/Å) for the preceding records, in sequence: 2.3, 2.2, 2.5.
Computed values of calculated total energy (unit: eV) for the preceding records, in sequence: -8898.255, -20853.950, -91306.645.